# 1
C14H25N3OSZr as an isolated structure. Source: the OMol25 dataset; level of theory: the ωB97M-V functional and the def2-TZVPD basis.

- net charge = +2
- HOMO (eV) = -15.282
- max |F| (eV Å⁻¹) = 0.336
- 2S+1 = 1

Geometry as XYZ:
```
45
Properties=species:S:1:pos:R:3:forces:R:3
H 1.77148 -3.27066 1.01365 0.0 0.0 0.0
H 1.42285 -4.43245 -1.94522 0.0 0.0 0.0
C -2.73157 2.36509 1.57348 0.0 0.0 -0.1
C -2.84854 -0.00661 0.65509 0.0 0.0 -0.1
H -3.39753 2.74336 0.79832 0.0 0.0 0.0
C -1.97906 1.16834 1.03499 0.0 0.1 0.1
H 0.79589 -3.08235 -2.85474 0.0 0.0 0.0
H -1.27410 0.81704 1.87000 -0.1 0.0 -0.1
N 0.69784 -2.89876 -0.76101 0.1 0.0 0.0
H -3.53748 0.31824 -0.12515 0.0 0.0 0.0
C 3.01579 4.46330 -0.41433 0.0 0.0 0.0
H 1.24849 6.69535 1.43896 0.0 0.0 0.0
C 0.62294 -1.59228 -0.77366 0.0 0.0 0.3
H -0.74213 -5.00208 -3.04433 0.0 0.0 0.0
H -0.12801 -4.28153 2.26791 0.0 0.0 0.0
H -2.25553 -0.83788 0.27364 0.0 0.0 0.0
C 0.60389 -3.71520 -1.99428 0.0 0.0 0.0
C -0.34250 -3.68134 1.38461 0.0 0.0 0.0
C -0.73148 -4.42816 -2.11896 0.0 0.0 0.0
C 0.34181 -0.85989 -2.04759 0.0 -0.1 0.0
C 0.89173 -3.65776 0.49246 0.0 0.0 0.0
S 2.57989 1.71968 -0.71600 0.0 0.1 -0.1
H -2.05910 3.17079 1.86835 0.0 0.0 0.0
H -0.64559 -2.68842 1.71879 0.0 0.0 0.0
O -1.14644 1.55657 -0.08137 0.1 0.0 0.0
H -0.89482 -5.12483 -1.29705 0.0 0.0 0.0
H 0.04507 0.16310 -1.83666 -0.1 0.1 -0.1
C 2.65183 5.68002 0.13609 -0.1 0.0 0.1
C 2.28799 3.34335 -0.05644 -0.2 0.1 0.0
H 1.14868 -4.67182 0.19645 0.0 0.0 0.0
H -3.42574 -0.34936 1.51238 0.0 0.0 0.0
H 1.23831 -0.83504 -2.67007 0.0 0.0 0.0
H -1.56230 -3.72149 -2.14545 0.0 0.0 0.0
H -0.45120 -1.33047 -2.62489 0.0 0.0 0.1
H 1.11721 -1.42437 1.12650 0.0 0.0 0.0
Zr 0.59364 1.26808 0.59601 -0.2 0.1 -0.2
H -1.18572 -4.13272 0.86462 0.0 0.0 0.0
C 1.56194 5.75662 1.00656 0.1 0.0 -0.1
H 3.84022 4.36886 -1.10651 0.0 0.0 0.0
H 0.03816 4.61824 1.99273 0.0 0.0 0.0
C 0.88229 4.60567 1.31685 0.0 0.0 0.1
N 0.81062 -0.85073 0.34503 0.0 -0.3 0.0
H -3.32665 2.07353 2.43773 0.0 0.0 0.0
N 1.24655 3.40955 0.81053 0.3 0.0 0.2
H 3.21038 6.57146 -0.11800 0.0 0.0 0.0
```
Positions in Å, forces in eV/Å.

=====

# 2
C14H25N5S4Tb as an isolated structure. Source: the OMol25 dataset; level of theory: the ωB97M-V functional and the def2-TZVPD basis.

- net charge = +3
- <S²> = 12.61
- HOMO (spin up / spin down) (eV) = -16.795 / -16.796
- max |F| (eV Å⁻¹) = 2.777
- 2S+1 = 7

Geometry as XYZ:
```
49
Properties=species:S:1:pos:R:3:forces:R:3
C 1.12263 -0.76224 2.60234 2.4 0.0 0.7
C 2.22539 -1.13526 3.33507 -1.4 0.1 -0.3
H 4.07478 1.88933 1.12767 0.0 0.3 -0.5
C 2.71731 0.49290 1.57136 -0.4 0.9 1.2
H -3.20250 -3.39637 -0.57574 0.3 0.3 0.1
H 5.61149 1.26617 0.01379 -0.1 -0.2 -0.3
H 2.66651 1.91804 0.07750 0.7 -0.1 0.8
H -1.01935 3.40111 -2.54101 0.2 -0.2 -0.1
N -0.34143 0.00814 -2.26695 0.2 -0.2 -0.6
N 1.43243 0.11451 1.54768 0.9 0.1 0.0
H -3.43258 1.43145 2.21889 0.0 -0.7 0.3
H -3.12390 -1.60994 -0.82098 -0.3 -0.3 0.2
N 3.11614 1.62812 0.95481 -0.3 -0.9 -0.1
S -0.96613 -2.44675 -0.17632 -0.2 -0.3 -0.3
H -0.58340 -1.47044 -3.80030 -0.4 0.2 0.1
S -1.12348 2.74560 -0.25657 -0.3 0.3 -0.6
C -2.94842 2.55637 -0.36969 0.2 -0.1 0.0
Tb -0.26160 0.21489 0.13370 -0.5 -0.2 0.6
C -2.80378 -2.44800 -0.19126 0.1 0.2 -0.2
H -3.31540 2.45208 0.66304 0.2 0.1 -0.7
H 0.61845 -2.60372 -1.94040 -0.4 0.1 -0.1
C -0.58392 2.53186 -2.03584 -0.2 0.3 0.3
N -1.18826 -0.09225 2.26662 -0.7 -0.5 0.4
C -2.41363 -0.25468 2.76669 0.2 -0.5 -0.1
C -0.98557 1.25814 -2.79128 0.0 0.1 -0.3
C -0.81288 -1.63583 3.99137 0.7 0.4 -1.6
C -0.26242 -0.90247 2.94663 -1.9 -0.8 1.9
S 3.65948 -0.29863 2.81490 -0.8 -0.2 -0.6
H -2.04266 -1.21861 -2.77696 0.5 0.1 -0.1
H -3.15656 1.65117 -0.95563 -0.3 0.3 0.3
H 2.15913 -1.78728 4.21176 0.5 0.4 -0.4
H -4.38179 0.10256 2.68048 0.2 0.4 -0.2
H 5.16610 -0.67363 -2.35435 -0.2 0.3 0.3
H -3.40428 3.44391 -0.82974 0.3 -0.3 0.1
H -2.08068 1.13300 -2.79982 0.4 0.0 -0.1
C -0.47894 -2.49172 -1.96329 -0.2 0.0 0.5
H 5.38602 -0.57122 0.13114 0.3 0.2 -0.3
C 5.39042 0.32606 -0.49688 0.1 -0.2 0.3
H 5.13734 1.18297 -2.41516 0.4 -0.3 0.2
C 5.21256 0.27404 -1.80845 -0.2 0.1 -0.5
C -0.94121 -1.28016 -2.77729 0.1 -0.3 -0.2
N -3.50475 0.40928 2.25665 -0.1 -0.1 0.4
H 0.50816 2.68507 -2.02216 -0.3 0.0 0.0
H 0.60156 0.00359 -2.67625 -0.1 0.1 0.3
H -0.64002 1.42033 -3.82352 -0.4 -0.1 0.1
H -0.88877 -3.42288 -2.37537 0.1 0.3 0.0
H -0.23091 -2.26432 4.66543 -0.6 0.0 -0.2
H -3.14115 -2.30594 0.84600 0.2 0.0 -0.4
S -2.54549 -1.46839 4.01767 1.0 1.0 -0.3
```
Positions in Å, forces in eV/Å.

=====

# 3
C14H26BFeN2P as an isolated structure. Source: the OMol25 dataset; level of theory: the ωB97M-V functional and the def2-TZVPD basis.

- net charge = 0
- <S²> = 6.04
- HOMO (spin up / spin down) (eV) = -7.552 / -7.576
- relative energy (zero: lowest compared OMol25 entry of this formula, charge and spin) (kJ/mol) = 0.0
- max |F| (eV Å⁻¹) = 3.430
- 2S+1 = 5

Geometry as XYZ:
```
45
Properties=species:S:1:pos:R:3:forces:R:3
H 2.04853 1.44474 -1.64899 -0.2 0.1 0.0
H 0.81484 2.89334 -0.55312 -0.2 -0.1 -0.1
H -0.67267 -3.80303 -1.22031 -0.1 0.3 -0.3
H -1.77875 4.56784 -0.30566 -0.1 -0.1 0.1
C 1.14932 1.61232 -2.25909 0.6 0.6 0.0
C -3.08405 -1.04395 -0.34591 -0.7 0.4 0.0
H -1.73710 -4.12716 1.45707 0.0 0.0 -0.1
C -2.47611 -3.43909 1.04160 -0.1 -0.2 0.5
H -0.79444 -3.14831 -3.99546 0.2 0.4 -0.1
H 3.91401 1.08412 3.20248 0.0 0.0 0.1
H 2.13868 1.58406 4.02015 0.0 0.0 -0.1
C 0.06812 -0.72492 -1.71271 -0.3 -0.4 1.0
H -2.94631 -0.67382 -1.36734 0.1 -0.1 0.2
C 0.44505 2.83281 -1.58512 0.8 0.7 0.2
C -1.24016 -2.88569 -1.46705 -0.3 -0.4 1.2
H -1.39394 1.73111 -3.13983 -0.1 0.2 0.2
H -2.42654 2.94283 -0.05281 0.1 0.0 0.0
H -2.38872 3.20821 -3.08741 0.0 -0.3 -0.1
N 1.59163 -0.23064 1.36413 1.6 1.3 1.5
C -1.51287 3.50060 -0.29661 0.0 0.3 -0.1
C -0.48704 -1.87966 -2.29081 0.3 -0.4 -0.7
C 2.14234 0.19854 2.30168 -0.7 -0.6 -0.9
P -1.69228 -2.08507 0.14358 -2.2 -0.4 -2.4
C -0.37699 -2.19511 -3.64792 -0.5 0.2 0.3
C 0.65783 -0.05795 -3.97797 -0.2 0.0 0.7
Fe 0.39468 -1.28962 0.44661 0.4 1.7 -2.9
H -3.03769 -3.01484 1.88039 -0.1 -0.2 -0.1
H 0.06664 -2.31630 1.70711 0.0 -0.6 1.8
H -0.77629 3.35842 0.50427 -0.2 0.0 -0.1
H -2.67620 1.93200 -1.89724 0.2 -0.1 -0.3
H 0.88361 3.72574 -2.07258 0.4 -0.4 0.1
B 2.82262 0.69375 3.55972 0.5 0.4 0.7
H 1.13042 0.65096 -4.66244 -0.3 -0.1 0.2
H -3.10680 -0.17818 0.32259 -0.2 0.0 -0.1
H -4.04607 -1.57673 -0.28266 0.3 0.1 0.0
N -0.96298 3.08260 -1.56430 -0.6 -1.0 0.5
C -1.88208 2.44785 -2.46944 -0.3 0.3 -0.2
C 0.20590 -1.27057 -4.49027 0.2 0.0 -0.4
H -2.19143 -3.19576 -1.92242 0.3 0.0 -0.1
H 1.53368 2.03006 -3.20017 -0.1 -0.4 0.2
H -3.14385 -3.99246 0.37371 0.0 0.1 0.2
C 0.56615 0.26272 -2.58562 0.1 -0.6 -1.6
H -0.43146 -1.69797 1.87754 0.9 -0.8 0.8
H 0.30015 -1.50057 -5.55468 0.1 0.2 0.3
H 2.89019 -0.25356 4.32526 0.0 0.1 -0.2
```
Positions in Å, forces in eV/Å.

=====

# 4
C14H26BN2PRe as an isolated structure. Source: the OMol25 dataset; level of theory: the ωB97M-V functional and the def2-TZVPD basis.

- net charge = +2
- <S²> = 3.78
- HOMO (spin up / spin down) (eV) = -13.986 / -15.194
- relative energy (zero: lowest compared OMol25 entry of this formula, charge and spin) (kJ/mol) = 18.7
- max |F| (eV Å⁻¹) = 4.023
- 2S+1 = 4

Geometry as XYZ:
```
45
Properties=species:S:1:pos:R:3:forces:R:3
C 0.05246 2.91186 -1.11570 -0.2 1.0 -0.1
Re -0.49034 -1.19960 1.77519 -2.2 0.5 -0.1
H 3.53614 -1.31602 2.17281 0.1 0.5 -0.2
H -1.28772 -2.26629 -2.13968 0.2 -0.1 -0.1
C 2.88422 -0.53085 1.77943 -0.2 0.2 0.5
H -1.74153 -4.67121 -0.46784 0.1 -0.1 0.0
P -0.69483 -2.62303 0.11684 0.9 -1.1 0.7
H 2.72028 2.80158 1.05551 -0.2 -0.3 0.2
H 4.26135 1.10754 1.92746 -0.3 -0.1 0.0
H -3.48208 2.76745 1.75700 0.0 -0.2 -0.1
B -3.89764 1.71319 1.29756 -0.5 0.5 0.1
C 1.57630 -0.89677 1.37852 2.3 0.9 -0.8
C 1.68407 1.64465 -2.51672 1.0 -0.2 0.4
H 0.27981 -1.47646 -1.81680 -0.2 -0.2 0.2
C -0.94818 -4.40633 0.23888 -0.1 0.1 0.2
H -1.28253 -4.66339 1.24746 0.1 0.0 -0.2
H 2.38553 2.08354 -1.78990 -0.3 -0.3 -0.3
H -0.02985 -4.95473 -0.00276 -0.2 0.1 -0.1
H 1.44704 -3.00689 2.03524 0.1 -0.1 -0.3
C 1.18577 -2.33486 1.21229 1.0 -1.5 -1.6
N 0.34079 1.88140 -2.07809 -0.1 0.2 -0.3
H -1.34207 -2.43940 2.83683 -0.3 -1.3 -0.3
H 0.82483 3.69245 -1.24797 -0.3 -0.3 0.0
H -0.97420 2.14851 0.64417 0.5 0.1 -0.1
H -1.04062 0.31254 -2.32775 0.1 0.3 0.0
C 0.68556 0.09786 0.86097 0.7 -0.2 0.3
H 1.86612 0.55689 -2.60969 -0.1 0.5 0.0
H 1.52058 -2.72323 0.23417 0.4 0.0 0.4
H -1.30182 -1.81522 3.30442 0.2 0.4 1.0
C -0.31379 -2.38198 -1.64116 0.0 0.2 0.0
C 2.37071 1.76668 1.14162 -0.5 0.0 -0.4
H -4.93230 1.35090 1.83058 0.2 0.1 -0.2
H 0.21462 -3.25473 -2.05184 -0.3 0.2 0.1
C -2.86097 0.67179 1.63822 0.6 -0.6 -0.1
H 0.22141 3.42056 0.96161 -0.1 -0.3 -0.3
H -0.94411 3.32394 -1.36659 0.6 -0.1 0.2
C 1.05807 1.44452 0.76409 0.5 -0.1 0.1
C 0.04118 2.49688 0.38539 -0.3 -0.2 0.2
N -2.00865 -0.12394 1.82685 -3.0 2.7 0.3
C 3.25256 0.80089 1.64655 0.5 -0.5 0.1
C -0.72711 1.25858 -2.80241 -0.7 -0.1 -0.6
H -0.41041 1.03731 -3.83390 0.0 0.0 0.4
H -3.98680 1.76094 0.07689 0.1 -0.2 0.2
H -1.59496 1.93353 -2.82781 0.2 -0.3 0.1
H 1.88314 2.09895 -3.50996 -0.4 -0.1 0.4
```
Positions in Å, forces in eV/Å.

=====

# 5
C14H26ILuOP2Te as an isolated structure. Source: the OMol25 dataset; level of theory: the ωB97M-V functional and the def2-TZVPD basis.

- net charge = +2
- HOMO (spin up / spin down) (eV) = -13.319 / -13.319
- max |F| (eV Å⁻¹) = 5.724
- 2S+1 = 1

Geometry as XYZ:
```
46
Properties=species:S:1:pos:R:3:forces:R:3
H -0.44823 -1.04385 -6.42065 -0.1 0.1 0.4
H 0.52681 -4.54447 1.05809 0.0 0.5 0.0
H 0.99531 -4.72143 -1.57451 0.1 0.3 -0.2
H 1.62296 -3.11450 1.17386 -0.2 -0.2 0.2
H 1.73118 -0.39359 2.06587 0.1 0.0 0.4
C -2.38383 -0.17136 -1.12806 -5.7 -0.2 -0.2
H -0.68706 0.73724 -6.30417 0.0 -0.2 0.4
C 0.55264 3.50392 0.57681 0.3 -0.5 0.0
H -0.02093 -3.02061 1.87530 0.2 -0.2 -0.1
H 3.12307 -0.29287 4.15115 -0.3 0.1 0.2
C 0.99590 3.30981 -2.23318 0.1 -0.1 0.1
H 0.84552 -0.00680 -5.68267 -0.4 -0.1 0.1
H 0.94786 4.40916 -2.20660 0.1 -0.4 -0.2
H 2.03408 -3.25374 -1.66964 -0.1 -0.3 -0.1
H 2.06270 0.37380 6.31274 -0.2 0.0 -0.2
C -1.56492 -3.78032 -0.70607 -0.4 0.5 -0.1
P -0.05316 2.61453 -0.90458 0.3 1.8 -0.2
H -2.00989 -3.61207 -1.69512 0.0 -0.2 0.2
C 1.45704 0.34499 5.40872 -0.2 0.0 -0.2
O -3.54847 -0.21392 -1.17077 4.8 0.2 0.2
H 1.60677 3.23413 0.72143 -0.2 0.2 0.2
C -1.59188 3.55786 -1.21438 -0.4 -0.5 0.0
H -1.30417 -4.84279 -0.58263 -0.1 0.4 -0.1
H 0.63784 -3.41778 -2.77120 0.1 -0.2 0.2
P -0.03777 -2.78713 -0.53207 0.2 -1.7 -0.1
H -1.71899 0.92334 4.25906 0.2 0.0 0.3
Te -1.36955 0.04266 1.42115 0.0 0.1 0.2
H -0.35268 0.99912 6.40797 0.1 -0.1 -0.3
H -2.29227 -3.48119 0.05861 0.1 -0.1 -0.1
C 0.09409 0.69547 5.46222 0.5 -0.2 -0.6
H -2.03508 3.24812 -2.16963 0.0 0.2 0.2
H 0.64326 2.93311 -3.20183 0.1 0.2 0.1
H -0.02593 3.17609 1.44931 0.2 0.2 -0.1
C 1.30595 -0.09187 3.02436 -0.4 0.1 0.4
I -1.22739 -0.39478 -3.85239 0.2 0.1 -1.5
H -2.31677 3.36442 -0.41337 0.1 0.1 -0.2
H 2.02841 2.97407 -2.07203 -0.1 0.2 -0.2
H 0.46153 4.59495 0.43415 0.0 -0.5 0.0
C 2.06144 -0.04246 4.20505 -0.3 0.1 -0.3
C -0.05043 0.24389 3.08622 0.1 0.1 0.2
Lu -0.05160 -0.11718 -1.14105 0.0 0.2 1.1
C -0.66381 0.65562 4.28565 0.4 -0.2 -0.3
C -0.22857 -0.14136 -5.84394 0.2 0.0 0.1
C 1.01109 -3.63807 -1.76312 0.2 0.0 0.1
H -1.34315 4.63021 -1.24386 -0.1 -0.4 0.0
C 0.58106 -3.44233 1.05978 0.2 0.5 -0.1
```
Positions in Å, forces in eV/Å.

=====

Q: Look up the 2S+1 of the second one.
A: 7

=====

Q: The highest net charge belongs to which entry?
A: C14H25N5S4Tb

=====

Q: The highest 2S+1 belongs to which entry?
A: C14H25N5S4Tb